1.
This record from the Open Molecules 2025 dataset describes a gas-phase ion, C5H7N4O (charge +1) at a distorted geometry. The level of theory is ωB97M-V/def2-TZVPD.

The calculation puts the gap between HOMO and LUMO (spin up / spin down) at 5.9 / 3.1 eV. The value obtained for the LUMO energy (spin up / spin down) is -7.0 / -8.5 eV. For the HOMO energy (spin up / spin down), the calculation gives -0.4735 / -0.4264 hartree. The total charge is +1.

Positions of all 17 atoms, in Å:
C 1.81 -0.81 -0.14
C 0.14 0.75 1.30
C 0.35 -0.84 -0.57
C 1.61 0.77 1.52
C -1.85 -0.04 0.15
N 2.31 -0.22 0.82
N -2.36 0.26 -1.16
N -0.36 0.01 0.31
N -1.83 0.94 -1.90
O -1.85 1.47 -2.92
H 2.39 -1.53 -0.69
H 0.38 -0.49 -1.57
H 0.09 -1.80 -0.30
H 2.28 1.58 1.33
H 1.61 0.46 2.68
H -2.41 0.59 0.85
H -2.29 -1.11 0.28

Atom charges from the Löwdin analysis, given in e for atoms 1 to 8: atom 1 (C): -0.108, atom 2 (C): 0.105, atom 3 (C): -0.113, atom 4 (C): -0.216, atom 5 (C): -0.083, atom 6 (N): 0.056, atom 7 (N): 0.224, atom 8 (N): -0.119

=====

2.
This record from the Open Molecules 2025 dataset describes a gas-phase ion, C5H7N4S3 (charge +1) at a distorted geometry. The level of theory is ωB97M-V/def2-TZVPD.

The calculation puts the gap between HOMO and LUMO at 7.3 eV. The value obtained for the LUMO energy is -5.0 eV. For the HOMO energy, the calculation gives -0.4522 hartree. The total charge is +1.

Positions of all 19 atoms, in Å:
C -0.51 1.10 -0.53
C 2.85 1.14 0.31
C 0.78 0.68 -0.21
C 1.59 -0.52 -0.30
C -1.80 -0.77 0.08
N -1.70 0.59 -0.32
N 1.65 1.67 0.10
N -0.80 -1.39 0.42
N 2.83 -0.23 0.15
S 1.43 -2.03 -1.00
S -3.48 -1.19 0.51
S -3.12 1.47 -0.64
H -0.64 2.26 -0.53
H 3.68 1.76 0.62
H -1.06 -2.07 1.09
H 3.60 -0.86 0.28
H 0.10 -2.00 -0.93
H -2.97 -2.16 1.23
H -2.42 2.53 -0.31

Atom charges from the Löwdin analysis, given in e for atoms 1 to 8: atom 1 (C): -0.030, atom 2 (C): -0.089, atom 3 (C): -0.260, atom 4 (C): -0.579, atom 5 (C): -0.763, atom 6 (N): -0.448, atom 7 (N): 0.101, atom 8 (N): 0.033

=====

3.
This record from the Open Molecules 2025 dataset describes C5H7N5O2 in the gas phase at a distorted geometry. The level of theory is ωB97M-V/def2-TZVPD.

The calculation puts the gap between HOMO and LUMO (spin up / spin down) at 7.6 / 7.6 eV. The value obtained for the LUMO energy (spin up / spin down) is -1.4 / -1.4 eV. The SMILES is N/C(=N/O)[C@H](N=O)n1ccnc1. For the HOMO energy (spin up / spin down), the calculation gives -0.3306 / -0.3306 hartree.

Positions of all 19 atoms, in Å:
N -1.76 -1.33 -0.57
C -1.67 -0.22 0.20
N -2.26 0.86 0.05
O -1.90 2.08 0.47
C -0.34 -0.29 1.26
N -0.42 0.49 2.36
O -1.41 0.35 3.07
N 0.86 0.08 0.48
C 1.39 1.37 0.31
C 2.54 1.18 -0.43
N 2.80 -0.18 -0.61
C 1.75 -0.83 -0.14
H -1.93 -2.26 -0.13
H -2.51 -1.21 -1.26
H -1.39 2.12 1.27
H -0.35 -1.34 1.42
H 0.95 2.27 0.78
H 3.18 1.79 -1.03
H 1.67 -1.85 0.04

Atom charges from the Löwdin analysis, given in e for atoms 1 to 8: atom 1 (N): 0.120, atom 2 (C): -0.333, atom 3 (N): 0.021, atom 4 (O): -0.005, atom 5 (C): -0.219, atom 6 (N): -0.015, atom 7 (O): 0.042, atom 8 (N): -0.040

=====

4.
This record from the Open Molecules 2025 dataset describes C5H7N6OP in the gas phase at a distorted geometry. The level of theory is ωB97M-V/def2-TZVPD.

The calculation puts the gap between HOMO and LUMO (spin up / spin down) at 7.4 / 6.7 eV. The value obtained for the LUMO energy (spin up / spin down) is -0.9 / -1.1 eV. For the HOMO energy (spin up / spin down), the calculation gives -0.3050 / -0.2869 hartree.

Positions of all 20 atoms, in Å:
C -1.34 -1.08 0.66
C 3.09 -0.68 0.21
C -1.14 -0.94 2.77
C 0.93 -0.75 -0.10
C -1.81 1.83 -1.95
N -2.04 -1.26 1.81
N 2.04 -1.49 0.18
N -0.07 -0.81 0.97
N 2.85 0.59 -0.26
N 0.10 -0.74 2.31
N 1.56 0.65 -0.42
O -0.59 1.31 -1.39
P 0.96 1.96 -1.28
H -1.60 -1.50 -0.26
H 4.12 -1.11 0.25
H -1.17 -0.90 3.79
H 0.27 -1.04 -0.91
H -2.56 1.10 -1.78
H -1.56 1.94 -3.05
H -2.03 2.91 -1.54

Atom charges from the Löwdin analysis, given in e for atoms 1 to 8: atom 1 (C): -0.146, atom 2 (C): -0.175, atom 3 (C): -0.209, atom 4 (C): -0.306, atom 5 (C): -0.129, atom 6 (N): 0.082, atom 7 (N): 0.081, atom 8 (N): -0.093

=====

5.
This record from the Open Molecules 2025 dataset describes C5H7NO in the gas phase at a distorted geometry. The level of theory is ωB97M-V/def2-TZVPD.

The calculation puts the gap between HOMO and LUMO at 11.2 eV. The value obtained for the LUMO energy is 0.7 eV. The SMILES is C[C@H](C#N)CC=O. For the HOMO energy, the calculation gives -0.3854 hartree.

Positions of all 14 atoms, in Å:
C 1.35 -0.25 0.67
C -0.18 -0.40 0.54
C -0.56 -1.81 0.64
N -0.86 -2.93 0.68
C -0.71 0.16 -0.79
C -0.57 1.67 -0.87
O -0.40 2.39 0.09
H 1.71 -0.70 1.60
H 1.62 0.80 0.66
H 1.85 -0.76 -0.16
H -0.65 0.13 1.38
H -0.18 -0.29 -1.63
H -1.78 -0.10 -0.91
H -0.63 2.10 -1.89

Atom charges from the Löwdin analysis, given in e for atoms 1 to 8: atom 1 (C): -0.054, atom 2 (C): -0.363, atom 3 (C): -0.208, atom 4 (N): 0.152, atom 5 (C): -0.129, atom 6 (C): -0.245, atom 7 (O): 0.055, atom 8 (H): 0.088

=====

6.
This record from the Open Molecules 2025 dataset describes C5H7NO in the gas phase. The level of theory is ωB97M-V/def2-TZVPD.

The calculation puts the gap between HOMO and LUMO (spin up / spin down) at 7.1 / 7.5 eV. The value obtained for the LUMO energy (spin up / spin down) is 0.7 / 0.9 eV. For the HOMO energy (spin up / spin down), the calculation gives -0.2356 / -0.2446 hartree.

Positions of all 14 atoms, in Å:
C 0.26 0.58 -1.21
C 0.32 -1.53 1.65
C -0.03 1.60 0.84
C -0.23 0.47 0.15
N -0.47 1.18 -2.20
C -0.37 -0.90 0.48
O 0.25 2.62 1.33
H 1.20 0.14 -1.47
H -1.45 1.34 -2.05
H -0.18 1.10 -3.16
H -0.83 -1.52 -0.27
H 0.23 -0.90 2.54
H -0.10 -2.51 1.88
H 1.40 -1.68 1.49

Atom charges from the Löwdin analysis, given in e for atoms 1 to 8: atom 1 (C): -0.173, atom 2 (C): -0.119, atom 3 (C): -0.086, atom 4 (C): -0.343, atom 5 (N): 0.082, atom 6 (C): -0.134, atom 7 (O): 0.180, atom 8 (H): 0.113

=====

7.
This record from the Open Molecules 2025 dataset describes a molecular structure, C5H7NO at a distorted geometry. The level of theory is ωB97M-V/def2-TZVPD.

The calculation puts the gap between HOMO and LUMO at 9.3 eV. The value obtained for the LUMO energy is 0.9 eV. For the HOMO energy, the calculation gives -0.3103 hartree.

Positions of all 14 atoms, in Å:
C -2.16 1.18 0.06
C -0.86 0.43 0.09
C -0.07 -0.08 -0.95
C 1.10 -0.59 -0.16
N 2.23 -1.23 -0.74
C 0.89 -0.36 1.17
O -0.29 0.30 1.31
H -2.92 0.69 0.68
H -2.52 1.22 -0.97
H -2.04 2.21 0.43
H -0.02 -1.28 -0.70
H 2.15 -1.24 -1.76
H 3.05 -0.67 -0.53
H 1.45 -0.57 2.07

Atom charges from the Löwdin analysis, given in e for atoms 1 to 8: atom 1 (C): -0.017, atom 2 (C): -0.331, atom 3 (C): -0.021, atom 4 (C): -0.415, atom 5 (N): 0.070, atom 6 (C): -0.067, atom 7 (O): 0.041, atom 8 (H): 0.086

=====

8.
This record from the Open Molecules 2025 dataset describes 2 unconnected molecules or ions with the total composition C5H7NO. The level of theory is ωB97M-V/def2-TZVPD.

The calculation puts the gap between HOMO and LUMO at 10.7 eV. The value obtained for the LUMO energy is 1.0 eV. The SMILES is C1=N[C@@]12CO2.C=C. For the HOMO energy, the calculation gives -0.3564 hartree.

Positions of all 14 atoms, in Å:
C 0.60 -0.16 -1.39
N 0.00 0.27 -2.42
C -0.51 0.62 -1.05
C -1.83 0.97 -0.60
O -0.71 1.90 -0.56
H 1.49 -0.71 -1.10
H -2.53 1.16 -1.41
H -2.28 0.72 0.37
C 1.54 -1.04 1.22
C 0.43 -0.40 1.56
H 1.53 -2.09 0.90
H 2.51 -0.54 1.19
H -0.54 -0.89 1.56
H 0.44 0.66 1.83

Atom charges from the Löwdin analysis, given in e for atoms 1 to 8: atom 1 (C): -0.046, atom 2 (N): 0.231, atom 3 (C): -0.498, atom 4 (C): -0.050, atom 5 (O): -0.001, atom 6 (H): 0.091, atom 7 (H): 0.114, atom 8 (H): 0.106

=====

9.
This record from the Open Molecules 2025 dataset describes C5H7NO in the gas phase at a distorted geometry. The level of theory is ωB97M-V/def2-TZVPD.

The calculation puts the gap between HOMO and LUMO (spin up / spin down) at 7.8 / 7.8 eV. The value obtained for the LUMO energy (spin up / spin down) is 0.3 / 0.3 eV. The SMILES is Cc1occc1N. For the HOMO energy (spin up / spin down), the calculation gives -0.2774 / -0.2776 hartree.

Positions of all 14 atoms, in Å:
C 0.11 0.85 1.47
C -0.54 -0.32 0.77
O -1.67 0.32 0.29
C -1.42 0.64 -1.00
C -0.45 -0.21 -1.48
C 0.12 -0.84 -0.33
N 1.33 -1.51 -0.26
H 1.14 0.68 1.76
H 0.04 1.61 0.62
H -0.49 1.28 2.28
H -1.22 1.72 -0.96
H -0.03 -0.20 -2.48
H 1.71 -1.85 -1.13
H 1.39 -2.19 0.48

Atom charges from the Löwdin analysis, given in e for atoms 1 to 8: atom 1 (C): -0.026, atom 2 (C): -0.275, atom 3 (O): -0.069, atom 4 (C): -0.144, atom 5 (C): 0.005, atom 6 (C): -0.303, atom 7 (N): 0.121, atom 8 (H): 0.078

=====

10.
This record from the Open Molecules 2025 dataset describes 2 unconnected molecules or ions with the total composition C5H7NO at a distorted geometry. The level of theory is ωB97M-V/def2-TZVPD.

The calculation puts the gap between HOMO and LUMO (spin up / spin down) at 8.7 / 8.7 eV. The value obtained for the LUMO energy (spin up / spin down) is -0.2 / -0.2 eV. For the HOMO energy (spin up / spin down), the calculation gives -0.3281 / -0.3281 hartree.

Positions of all 14 atoms, in Å:
C -1.42 -0.45 0.39
C -0.86 0.48 -0.66
C 0.59 1.44 0.07
O 1.10 0.89 1.09
C 1.81 -1.16 0.60
N 1.24 -1.69 -0.26
C -0.71 -0.86 -0.82
H -0.87 -0.39 1.33
H -2.48 -0.72 0.47
H -1.30 1.18 -1.37
H -0.01 2.35 0.24
H 1.16 1.47 -0.88
H 2.50 -0.90 1.37
H -0.75 -1.63 -1.57

Atom charges from the Löwdin analysis, given in e for atoms 1 to 8: atom 1 (C): -0.093, atom 2 (C): -0.178, atom 3 (C): -0.302, atom 4 (O): -0.180, atom 5 (C): -0.023, atom 6 (N): 0.102, atom 7 (C): -0.070, atom 8 (H): 0.100

=====

11.
This record from the Open Molecules 2025 dataset describes C5H7NO in the gas phase at a distorted geometry. The level of theory is ωB97M-V/def2-TZVPD.

The calculation puts the gap between HOMO and LUMO (spin up / spin down) at 8.5 / 7.6 eV. The value obtained for the LUMO energy (spin up / spin down) is -0.2 / 0.1 eV. For the HOMO energy (spin up / spin down), the calculation gives -0.3197 / -0.2774 hartree.

Positions of all 14 atoms, in Å:
C 0.98 -0.94 1.29
C 1.17 0.19 0.56
C 0.09 -1.95 1.52
C -0.56 -3.04 1.20
C -0.49 1.87 -2.08
N -0.64 0.94 -0.92
O 0.55 0.95 -0.32
H 1.84 -1.27 1.86
H 2.09 0.71 0.55
H -0.46 -3.56 0.22
H -1.41 -3.24 1.84
H 0.60 1.99 -2.27
H -0.92 1.51 -2.95
H -0.76 2.86 -1.82

Atom charges from the Löwdin analysis, given in e for atoms 1 to 8: atom 1 (C): -0.112, atom 2 (C): -0.126, atom 3 (C): -0.071, atom 4 (C): -0.023, atom 5 (C): -0.088, atom 6 (N): 0.012, atom 7 (O): -0.122, atom 8 (H): 0.106

=====

12.
This record from the Open Molecules 2025 dataset describes C5H7NO in the gas phase at a distorted geometry. The level of theory is ωB97M-V/def2-TZVPD.

The calculation puts the gap between HOMO and LUMO (spin up / spin down) at 8.1 / 8.1 eV. The value obtained for the LUMO energy (spin up / spin down) is 0.5 / 0.5 eV. The SMILES is Cc1occc1N. For the HOMO energy (spin up / spin down), the calculation gives -0.2778 / -0.2779 hartree.

Positions of all 14 atoms, in Å:
C -1.28 -1.12 0.14
C -0.43 -0.13 0.91
O 0.61 -1.00 1.26
C 1.59 -0.81 0.38
C 1.48 0.42 -0.20
C 0.17 0.88 0.15
N -0.53 1.91 -0.44
H -2.05 -0.65 -0.47
H -0.48 -1.58 -0.53
H -1.66 -1.94 0.74
H 1.69 -1.74 -0.18
H 2.13 0.85 -0.95
H 0.01 2.60 -0.95
H -1.24 2.33 0.14

Atom charges from the Löwdin analysis, given in e for atoms 1 to 8: atom 1 (C): -0.035, atom 2 (C): -0.266, atom 3 (O): -0.061, atom 4 (C): -0.144, atom 5 (C): 0.005, atom 6 (C): -0.308, atom 7 (N): 0.125, atom 8 (H): 0.076